[1]
Molecular formula: C32H28F10N7OV
Method: DFT, ωB97M-V/def2-TZVPD

Properties
E_HOMO (spin up / spin down) ... -5.06 / -5.19 eV
Net charge ... -1
2S+1 ... 2
Relative energy (zero: lowest compared OMol25 entry of this formula, charge and spin) ... 0.0 kJ/mol
LUMO energy (spin up / spin down) ... 0.0862 / 0.0864 Eh

Geometry as XYZ:
```
79
Properties=species:S:1:pos:R:3:forces:R:3
H -4.475833 0.567746 3.364979 0.0 0.0 0.0
C -3.473300 -2.680161 -2.473394 0.0 0.0 -0.1
H -4.817524 0.947733 1.000818 0.0 0.0 0.0
N -0.889270 -0.125474 1.588133 0.0 -0.2 -0.5
F -4.096472 -3.517844 -4.598111 0.0 0.0 0.0
H -2.349348 -2.036891 6.273799 0.0 0.0 0.0
C -1.203140 2.577040 -0.720573 -0.1 0.0 0.0
C -1.574594 1.710089 -1.906921 0.0 0.1 0.0
C -2.897396 -0.786996 4.617939 0.1 0.0 0.1
H 2.813303 -0.848280 2.509860 0.0 0.0 0.0
V -0.254218 -0.090092 0.033653 -0.1 0.3 -0.2
C -3.995600 0.300722 1.320546 0.0 0.0 0.0
F 3.727622 -4.335073 -1.085041 0.0 0.0 0.0
C 3.047462 -1.715949 -3.460694 0.0 0.0 0.0
C -3.168619 2.140974 2.822849 0.0 0.0 0.0
N -0.089902 -2.751917 -1.527052 0.0 0.1 -0.3
C -2.049582 -1.627346 5.317243 -0.1 0.0 0.0
H 3.141364 1.361485 -1.188553 0.0 0.0 0.0
H -0.545998 2.461609 1.892656 0.1 0.0 0.0
C 1.541430 -3.073191 3.487733 -0.1 0.0 0.0
C -0.314488 -4.557201 0.041482 0.0 0.0 0.0
O -0.180237 -2.019644 -0.482413 -0.1 0.0 0.7
F -2.831415 -1.398036 -5.774779 0.0 0.0 0.0
C -3.581870 0.671161 2.742366 0.0 0.0 0.0
H 2.138615 -0.463332 4.110625 0.0 0.0 0.0
H -0.166125 -2.631657 5.298753 0.0 0.0 0.0
H -2.884400 2.419288 3.839120 0.0 0.0 0.0
C 2.333257 -0.964829 -1.241400 0.0 -0.1 -0.1
H -2.324237 2.330957 2.166036 0.0 0.0 0.0
C 1.230050 2.291832 -0.935322 0.0 0.0 -0.1
H -3.864413 -0.537494 5.040292 0.0 0.0 0.0
H 1.567235 3.336317 -0.874122 0.0 0.0 0.0
F -2.910654 -1.861307 -0.383369 0.0 0.0 0.0
H -4.335859 -0.733628 1.272176 0.0 0.0 0.0
F 2.691852 -2.487598 0.530934 0.0 0.0 -0.1
F 2.047224 0.368909 -3.176641 0.0 0.0 0.0
H -3.169124 0.410497 0.618081 -0.1 0.0 0.0
H -3.990950 2.785326 2.500822 0.0 0.0 0.0
C 1.894192 -0.631794 3.058101 0.0 0.0 0.0
N 0.030906 -5.640891 -3.294137 0.0 0.0 0.0
C 0.912882 -1.800692 2.926728 0.0 -0.1 0.0
H 0.726822 -1.975053 1.864247 0.1 0.0 0.1
H -2.561617 2.020237 -2.274150 0.0 0.0 0.0
C -0.152684 -4.033019 -1.286357 0.0 -0.1 0.0
H 2.698075 1.596557 0.487710 0.0 0.0 0.0
F 3.162797 -1.466876 -4.770754 0.0 0.0 0.0
N -0.438058 -4.980910 1.103061 0.0 0.0 0.0
F -4.088351 -3.707148 -1.876252 0.0 0.0 0.0
N 0.037353 2.084912 -0.092435 0.0 -0.1 0.0
H 1.187327 2.418534 1.639818 0.0 0.0 0.0
C -0.821111 -1.953446 4.768002 0.1 0.0 0.0
H -1.095980 3.629439 -1.016852 0.0 0.0 0.0
C 2.493743 -0.772243 -2.618713 0.0 0.0 0.0
C -2.189876 -0.603879 -2.259933 -0.1 0.0 -0.1
C 3.463246 -2.931936 -2.953334 0.0 0.0 0.0
C -2.854308 -1.512431 -4.440050 0.0 0.0 0.0
H 0.267177 3.829539 1.077430 0.0 0.0 0.0
H 0.969238 2.069874 -1.967250 0.0 0.0 0.0
C -1.295654 -0.584006 2.825593 -0.1 0.0 0.1
C 0.244097 2.739323 1.205451 0.0 0.1 0.0
C -2.222436 -0.559819 -3.660006 0.1 0.0 0.0
C -2.858777 -1.711242 -1.710530 0.0 0.1 0.1
F -1.563272 0.415570 -4.319963 0.0 0.0 0.0
H 1.462356 0.280700 2.647288 0.0 0.0 0.0
H 2.420804 -3.334542 2.897763 0.0 0.0 0.0
H 0.843229 -3.908460 3.439280 0.0 0.0 0.0
C 2.784539 -2.199893 -0.773539 0.0 0.1 0.2
C -2.554784 -0.254322 3.377591 0.0 0.1 0.0
H -1.987395 2.505187 0.033769 0.0 0.0 0.0
H 1.868534 -2.939077 4.522794 0.0 0.0 0.0
F 4.004163 -3.853030 -3.755211 0.0 0.0 0.0
C 2.297854 1.308636 -0.493350 0.1 0.1 0.0
H -0.876382 1.895573 -2.730090 0.0 0.0 0.0
N -1.573403 0.329427 -1.455868 0.4 -0.2 0.3
C -3.484267 -2.588265 -3.854470 0.0 0.0 0.1
C -0.427524 -1.448029 3.539132 0.1 0.0 -0.1
C -0.045213 -4.921020 -2.400350 0.0 0.0 -0.1
C 3.321726 -3.169158 -1.599678 0.0 0.0 0.0
N 1.720474 -0.026470 -0.419369 -0.2 0.0 -0.1
```
Positions in Å, forces in eV/Å.

Atom charges from the Mulliken analysis, given in e for atoms 1 to 6: atom 1 (H): 0.6003, atom 2 (C): 0.3106, atom 3 (H): 0.4887, atom 4 (N): 0.3269, atom 5 (F): -0.3376, atom 6 (H): 0.3697

***

[2]
Molecular formula: C13H29N2O4S3
Method: DFT, ωB97M-V/def2-TZVPD

Properties
E_HOMO ... -6.06 eV
Net charge ... -1
Relative energy (zero: lowest compared OMol25 entry of this formula, charge and spin) ... 0.0 kJ/mol
LUMO energy ... 0.0844 Eh

Geometry as XYZ:
```
51
Properties=species:S:1:pos:R:3:forces:R:3
H 0.797999 -2.344837 0.406232 0.0 0.0 0.0
C 0.883919 -1.256479 0.472222 0.0 0.2 0.0
C 6.407220 2.170850 -2.382063 0.0 -0.1 0.1
H 2.848586 4.030400 -3.273807 0.0 0.0 0.0
C -1.711741 -3.263690 2.308354 0.1 -0.1 0.1
O -8.040485 0.919271 1.334610 0.6 -1.1 0.9
H -1.758553 -4.338883 2.499104 0.0 0.0 0.0
H 2.424267 -1.286224 2.013266 0.0 0.0 0.0
H 1.957259 1.587410 -1.416413 0.0 0.0 0.0
C -0.339182 -1.160946 2.744158 0.1 0.0 0.1
H 6.816913 2.417772 -3.364517 0.0 0.0 0.0
H 6.304517 3.094486 -1.809409 0.0 0.0 0.0
O -4.495511 -1.850337 1.243234 -0.1 0.3 -1.1
H 3.041695 -1.286223 0.362069 0.0 0.1 0.1
N -6.452223 -0.672889 0.254652 -1.1 -2.2 1.1
H 0.434298 -3.172964 2.501043 0.0 0.1 0.0
H 2.381554 0.202182 1.052746 0.0 0.0 0.0
H 7.133880 1.541510 -1.863798 0.0 0.1 0.0
H 3.826142 3.034979 -0.547909 0.0 0.0 0.0
H 3.136223 1.606378 -3.418956 0.0 0.0 0.0
N -8.795214 -1.475125 1.692330 1.0 0.8 -0.4
H 1.425619 2.615115 -0.087871 -0.1 -0.1 -0.1
H 4.703760 1.169584 -1.523901 0.0 0.0 0.0
S -7.992551 -0.355991 0.653509 -0.3 4.3 -2.3
H -1.209833 -0.906421 0.788949 0.0 0.0 0.1
C -0.267547 -0.678681 1.294698 -0.1 -0.1 -0.1
C 4.020954 2.235597 -3.283222 -0.1 -0.1 0.0
O -6.543795 -3.055982 1.391830 -0.7 0.3 -1.0
H -0.186969 0.414079 1.297863 0.0 0.0 0.0
C 3.608605 3.561269 -2.640107 0.1 0.1 0.0
S -10.047553 -3.555780 0.359435 0.3 0.7 0.2
C 1.789395 2.623896 -1.117178 0.1 0.0 0.1
C 3.065983 3.451424 -1.215556 -0.1 0.0 -0.1
S -5.783585 -2.097733 0.609271 1.7 0.0 1.9
H 0.798523 -0.879673 -0.552064 0.0 0.0 0.0
H 4.396972 2.443956 -4.290904 0.0 0.0 0.0
H -1.202275 -0.686459 3.221361 0.0 0.0 0.0
H -2.603017 -2.806851 2.739371 0.0 0.0 -0.2
H 4.461315 4.247635 -2.639449 0.0 0.0 0.0
H 0.539883 -0.803075 3.292013 0.0 0.0 0.0
H 2.855501 4.460405 -0.848168 0.1 0.0 0.0
C 5.076140 1.439352 -2.516377 0.0 0.0 -0.1
C -0.445946 -2.674880 2.921785 -0.1 0.0 0.0
H 5.248692 0.497011 -3.044740 0.0 0.0 0.0
H -0.439962 -2.898317 3.993522 0.1 0.0 0.0
O -8.807030 -0.247961 -0.554901 0.4 -1.5 0.5
C 2.260561 -0.883376 1.011908 0.0 -0.2 -0.1
H -5.454050 -2.726578 -0.574476 -0.5 0.6 0.3
C -9.330551 -2.321103 1.027700 -1.1 -2.4 0.1
H 1.003100 3.042343 -1.749146 0.0 0.0 0.0
H -1.741897 -3.119436 1.227688 -0.1 0.0 0.0
```
Positions in Å, forces in eV/Å.

Atom charges from the Mulliken analysis, given in e for atoms 1 to 6: atom 1 (H): 0.3240, atom 2 (C): -0.4217, atom 3 (C): -1.2392, atom 4 (H): 0.3740, atom 5 (C): -1.1212, atom 6 (O): -0.6844

***

[3]
Molecular formula: C4H7N
Method: DFT, ωB97M-V/def2-TZVPD

Properties
E_HOMO ... -9.13 eV
Relative energy (zero: lowest compared OMol25 entry of this formula, charge and spin) ... 114.6 kJ/mol
LUMO energy ... 0.0429 Eh
Structure (SMILES) ... C1=CCNC1

Geometry as XYZ:
```
12
Properties=species:S:1:pos:R:3:forces:R:3
H 0.702195 -1.296508 -1.093486 0.5 0.3 -0.5
C -0.753963 -0.922671 0.193088 -1.5 0.0 -2.9
H -1.425708 -1.443591 -0.544485 0.9 -0.5 0.9
N 0.664681 -1.040460 -0.125041 -0.5 -0.2 0.6
H 1.664204 0.294583 1.190399 -0.8 0.3 -0.9
C -1.147076 0.525384 -0.023346 3.4 0.2 0.6
C 1.198468 0.303433 0.154999 1.2 -0.8 -0.1
H 2.039598 0.461387 -0.531370 -0.2 0.4 0.1
H -0.886895 -1.256678 1.166715 -0.8 -0.7 1.9
H 0.054003 2.282284 -0.181541 0.3 -0.2 0.0
H -2.133371 0.890096 -0.157348 -0.6 0.3 0.0
C 0.023865 1.202740 -0.048585 -1.9 0.8 0.1
```
Positions in Å, forces in eV/Å.

Atom charges from the Mulliken analysis, given in e for atoms 1 to 6: atom 1 (H): 0.2970, atom 2 (C): -0.5589, atom 3 (H): 0.2748, atom 4 (N): -0.4267, atom 5 (H): 0.1972, atom 6 (C): -0.3610